Molecular formula: CH2NO4
Method: DFT, ωB97M-V/def2-TZVPD

Geometry as XYZ:
```
8
Properties=species:S:1:pos:R:3
C 0.174 -1.302 0.411
N -0.389 0.573 0.454
O -1.131 0.642 -0.771
O 0.898 1.208 0.203
O 0.672 -1.580 1.441
O -0.077 -1.548 -0.727
H 0.444 2.110 0.218
H -0.591 -0.104 -1.229
```

Summary:
* total charge: -1
* spin multiplicity: 1
* strongest force on any atom: 4.04 eV/Å

Quick look at the Löwdin charges, all values in e:
1. C -0.612
2. N -0.216
3. O -0.199
4. O -0.175
5. O 0.061
6. O 0.015
7. H 0.079
8. H 0.047


Molecular formula: H2IO
Method: DFT, ωB97M-V/def2-TZVPD

Geometry as XYZ:
```
4
Properties=species:S:1:pos:R:3
O 0.514 -0.082 0.898
H 0.659 0.200 -0.034
H -0.440 -0.317 0.941
I -0.733 0.199 -1.805
```

Summary:
* total charge: -1
* spin multiplicity: 1
* strongest force on any atom: 1.45 eV/Å

Quick look at the Löwdin charges, all values in e:
1. O -0.295
2. H -0.230
3. H -0.042
4. I -0.433


Orbital gap (eV)
7.53, 7.51
LUMO level (eV)
4.37, 3.96